Below is a 13-piece molecular cluster, C45H67F6N3O17P overall at a distorted geometry, with properties calculated with wB97M-V/def2-TZVPD.

Last columns: bonded neighbours and bond lengths (Å).
Positions of all 139 atoms, in Å:
1 P 0.39 0.70 0.20  F2 1.614, F3 1.633, F4 1.625, F5 1.632, F6 1.644, F7 1.610
2 F -0.96 0.69 -0.67  P1 1.614
3 F -0.25 1.69 1.33  P1 1.633
4 F -0.10 -0.62 1.01  P1 1.625
5 F 1.76 0.66 1.10  P1 1.632
6 F 1.01 -0.30 -0.95  P1 1.644
7 F 0.98 1.95 -0.62  P1 1.610
8 O 7.49 -4.25 0.09  C9 1.255
9 C 6.53 -5.00 -0.21  O8 1.255, O10 1.319, C13 1.533
10 O 6.63 -5.86 -1.20  C9 1.319, C11 1.412
11 C 5.49 -6.68 -1.36  O10 1.412, C12 1.580, H14 1.090, H15 1.090
12 C 4.58 -6.36 -0.11  C11 1.580, C13 1.536, H16 1.090, H17 1.090
13 C 5.14 -5.04 0.44  C9 1.533, C12 1.536, H18 1.090, H19 1.090
14 H 5.80 -7.73 -1.37  C11 1.090
15 H 4.95 -6.31 -2.23  C11 1.090
16 H 4.58 -7.16 0.63  C12 1.090
17 H 3.55 -6.18 -0.42  C12 1.090
18 H 5.15 -4.96 1.53  C13 1.090
19 H 4.68 -4.15 0.01  C13 1.090
20 O -6.45 -1.49 6.50  C21 1.230
21 C -6.41 -0.81 5.48  O20 1.230, O22 1.270, C25 1.552
22 O -7.08 -1.15 4.46  C21 1.270, C23 1.412
23 C -7.01 -0.21 3.41  O22 1.412, C24 1.533, H26 1.090, H27 1.090
24 C -5.78 0.64 3.71  C23 1.533, C25 1.529, H28 1.090, H29 1.090
25 C -5.73 0.56 5.24  C21 1.552, C24 1.529, H30 1.090, H31 1.090
26 H -7.91 0.40 3.37  C23 1.090
27 H -6.85 -0.66 2.43  C23 1.090
28 H -5.99 1.67 3.41  C24 1.090
29 H -4.88 0.29 3.20  C24 1.090
30 H -6.31 1.38 5.66  C25 1.090
31 H -4.76 0.42 5.72  C25 1.090
32 O -0.10 -6.01 -4.78  C33 1.232
33 C -1.25 -6.17 -4.36  O32 1.232, O34 1.344, C37 1.501
34 O -1.97 -7.20 -4.84  C33 1.344, C35 1.422
35 C -3.34 -7.07 -4.51  O34 1.422, C36 1.498, H38 1.090, H39 1.090
36 C -3.42 -5.97 -3.49  C35 1.498, C37 1.518, H40 1.090, H41 1.090
37 C -2.09 -5.25 -3.53  C33 1.501, C36 1.518, H42 1.090, H43 1.090
38 H -3.75 -8.02 -4.14  C35 1.090
39 H -3.92 -6.71 -5.36  C35 1.090
40 H -3.62 -6.40 -2.51  C36 1.090
41 H -4.26 -5.30 -3.68  C36 1.090
42 H -1.57 -4.99 -2.61  C37 1.090
43 H -2.16 -4.32 -4.10  C37 1.090
44 O -0.69 5.59 -6.53  C45 1.234
45 C -1.90 5.75 -6.36  O44 1.234, O46 1.370, C49 1.501
46 O -2.53 6.93 -6.65  C45 1.370, C47 1.416
47 C -3.94 6.83 -6.53  O46 1.416, C48 1.500, H50 1.090, H51 1.090
48 C -4.10 5.57 -5.73  C47 1.500, C49 1.526, H52 1.090, H53 1.090
49 C -2.87 4.70 -5.94  C45 1.501, C48 1.526, H54 1.090, H55 1.090
50 H -4.35 6.67 -7.52  C47 1.090
51 H -4.40 7.66 -5.98  C47 1.090
52 H -5.08 5.16 -5.97  C48 1.090
53 H -4.09 5.80 -4.66  C48 1.090
54 H -3.09 3.99 -6.74  C49 1.090
55 H -2.49 4.17 -5.06  C49 1.090
56 O 0.54 -1.49 10.68  C57 1.213
57 C 0.36 -1.66 9.49  O56 1.213, O58 1.360, C61 1.516
58 O 1.30 -2.30 8.75  C57 1.360, C59 1.430
59 C 0.86 -2.54 7.41  O58 1.430, C60 1.553, H62 1.090, H63 1.090
60 C -0.47 -1.76 7.26  C59 1.553, C61 1.493, H64 1.090, H65 1.090
61 C -0.84 -1.30 8.63  C57 1.516, C60 1.493, H66 1.090, H67 1.090
62 H 0.81 -3.60 7.18  C59 1.090
63 H 1.61 -2.12 6.75  C59 1.090
64 H -1.20 -2.42 6.79  C60 1.090
65 H -0.32 -0.93 6.57  C60 1.090
66 H -1.61 -1.98 8.98  C61 1.090
67 H -1.17 -0.27 8.81  C61 1.090
68 O 9.84 5.20 -1.45  C69 1.221
69 C 8.62 5.13 -1.43  O68 1.221, O70 1.329, C73 1.518
70 O 8.05 3.98 -1.78  C69 1.329, C71 1.479
71 C 6.59 4.00 -1.56  O70 1.479, C72 1.551, H74 1.090, H75 1.090
72 C 6.44 5.27 -0.68  C71 1.551, C73 1.530, H76 1.090, H77 1.090
73 C 7.58 6.19 -1.13  C69 1.518, C72 1.530, H78 1.090, H79 1.090
74 H 6.47 3.17 -0.86  C71 1.090
75 H 6.01 4.12 -2.48  C71 1.090
76 H 6.50 4.92 0.35  C72 1.090
77 H 5.42 5.66 -0.72  C72 1.090
78 H 7.89 6.76 -0.26  C73 1.090
79 H 7.49 6.79 -2.03  C73 1.090
80 O 7.66 -2.05 6.06  C81 1.238
81 C 7.57 -0.83 5.85  O80 1.238, O82 1.298, C85 1.531
82 O 8.12 -0.28 4.81  C81 1.298, C83 1.380
83 C 8.01 1.10 4.82  O82 1.380, C84 1.547, H86 1.090, H87 1.090
84 C 6.73 1.32 5.66  C83 1.547, C85 1.491, H88 1.090, H89 1.090
85 C 6.81 0.21 6.66  C81 1.531, C84 1.491, H90 1.090, H91 1.090
86 H 7.79 1.54 3.85  C83 1.090
87 H 8.90 1.62 5.16  C83 1.090
88 H 5.84 1.25 5.04  C84 1.090
89 H 6.69 2.32 6.09  C84 1.090
90 H 5.81 -0.04 7.03  C85 1.090
91 H 7.36 0.54 7.54  C85 1.090
92 O -0.29 0.30 -9.85  C93 1.226
93 C 0.59 0.25 -9.00  O92 1.226, O94 1.291, C97 1.506
94 O 0.29 -0.29 -7.86  C93 1.291, C95 1.422
95 C 1.39 -0.20 -6.98  O94 1.422, C96 1.561, H98 1.090, H99 1.090
96 C 2.60 0.00 -7.94  C95 1.561, C97 1.504, H100 1.090, H101 1.090
97 C 1.98 0.82 -9.04  C93 1.506, C96 1.504, H102 1.090, H103 1.090
98 H 1.52 -1.07 -6.34  C95 1.090
99 H 1.12 0.57 -6.26  C95 1.090
100 H 2.94 -0.95 -8.36  C96 1.090
101 H 3.43 0.49 -7.43  C96 1.090
102 H 2.52 0.72 -9.98  C97 1.090
103 H 2.02 1.90 -8.93  C97 1.090
104 C 1.64 5.50 4.78  O105 1.448, H106 1.090, H107 1.090, H108 1.090
105 O 1.51 4.20 5.41  C104 1.448, H109 0.960
106 H 0.73 6.09 4.93  C104 1.090
107 H 2.46 6.02 5.26  C104 1.090
108 H 1.89 5.38 3.73  C104 1.090
109 H 1.27 3.60 4.70  O105 0.960
110 N -1.75 -8.34 4.81  C111 1.368, C114 1.379, H115 1.010
111 C -3.10 -8.30 5.02  N110 1.368, C112 1.435, H116 1.080
112 C -3.61 -7.19 4.26  C111 1.435, C113 1.360, H117 1.080
113 C -2.55 -6.58 3.66  C112 1.360, C114 1.368, H118 1.080
114 C -1.43 -7.32 3.94  N110 1.379, C113 1.368, H119 1.080
115 H -1.11 -8.99 5.26  N110 1.010
116 H -3.61 -9.01 5.65  C111 1.080
117 H -4.62 -6.82 4.27  C112 1.080
118 H -2.60 -5.70 3.04  C113 1.080
119 H -0.45 -7.14 3.53  C114 1.080
120 N -8.55 -1.95 -6.61  C121 1.344, C124 1.349, H125 1.010
121 C -9.48 -1.92 -5.64  N120 1.344, C122 1.361, H126 1.080
122 C -8.88 -1.61 -4.46  C121 1.361, C123 1.407, H127 1.080
123 C -7.58 -1.17 -4.75  C122 1.407, C124 1.410, H128 1.080
124 C -7.40 -1.42 -6.13  N120 1.349, C123 1.410, H129 1.080
125 H -8.62 -2.33 -7.54  N120 1.010
126 H -10.48 -2.28 -5.82  C121 1.080
127 H -9.41 -1.55 -3.52  C122 1.080
128 H -6.85 -0.76 -4.07  C123 1.080
129 H -6.60 -1.23 -6.82  C124 1.080
130 N -1.10 7.16 -0.21  C131 1.374, C134 1.359, H135 1.010
131 C -2.37 7.26 0.33  N130 1.374, C132 1.383, H136 1.080
132 C -2.66 8.60 0.44  C131 1.383, C133 1.388, H137 1.080
133 C -1.56 9.33 0.01  C132 1.388, C134 1.351, H138 1.080
134 C -0.62 8.43 -0.33  N130 1.359, C133 1.351, H139 1.080
135 H -0.60 6.30 -0.38  N130 1.010
136 H -2.81 6.36 0.74  C131 1.080
137 H -3.57 8.98 0.88  C132 1.080
138 H -1.38 10.39 0.07  C133 1.080
139 H 0.44 8.40 -0.53  C134 1.080

Summary:
- Net charge: -1
- E_HOMO: -6.854 eV
- Gap between HOMO and LUMO: 8.50 eV
- F_max: 5.00 eV/A
- Electronic energy: -112628.6781 eV

Atom charges from the Mulliken analysis, given in e for atoms 1 to 2: number 1, P, carries 1.21; number 2, F, carries -0.36